(1)
C19H19IN5O3Zn as an isolated structure, computed with wB97M-V/def2-TZVPD.

Results
**Strongest force on any atom**: 0.006 Eh/bohr
**LUMO energy**: -3.5 eV
**Orbital gap**: 7.183 eV
**Total charge**: +1

Each line ends with the natural charge from an NBO analysis.
Positions of all 48 atoms, in Å:
N: -2.28488 -0.33170 -2.09457  -0.3846
H: 0.63452 4.27341 -2.44688  0.2370
C: -1.03426 -2.02752 -0.36964  0.4857
H: -2.44593 0.55584 -3.98025  0.2457
H: 0.58362 -3.06475 0.28396  0.4174
C: 0.32167 2.03848 -0.75525  0.4350
C: 3.50255 -2.54559 2.78355  -0.1820
C: 0.05444 1.41602 0.49104  -0.2756
H: -2.98175 1.41782 3.73592  0.4838
C: -2.98835 -0.90591 -1.08760  0.1483
N: -0.37945 -2.83744 0.46997  -0.7473
O: -2.83487 1.28152 2.79604  -0.7146
C: -0.31551 3.73741 -2.49685  -0.6534
H: 5.26667 -3.71799 2.39848  0.2391
N: -0.33280 -1.43524 -1.33230  -0.7015
H: 1.76629 -1.31545 2.89343  0.2197
H: -3.00141 -2.21541 0.57896  0.2500
C: -2.89594 0.65422 -2.99849  -0.4101
C: -2.42279 -1.76767 -0.21454  -0.3757
H: -0.87707 -3.38240 1.15147  0.4156
O: 1.31797 1.71635 -1.52636  -0.8915
Zn: 1.46272 -0.18152 -1.69433  1.6199
H: -2.85282 3.01236 1.15653  0.2205
H: -4.03019 -0.62404 -1.01963  0.2400
H: -1.11599 4.43840 -2.71689  0.2352
C: 3.72854 -1.69455 0.18486  -0.1809
H: -3.96176 0.45421 -3.05931  0.2196
O: -0.23976 -0.03502 -3.06956  -0.6988
N: -1.67577 3.34561 -0.52125  -0.3830
C: -1.44758 1.16245 2.54393  -0.0816
C: 4.54605 -3.01734 1.99821  -0.1896
C: -1.10515 1.80069 1.21693  -0.0294
C: -1.93334 2.73357 0.66289  -0.0343
N: 1.77675 -0.27103 0.36739  -0.6757
C: 2.68587 -1.17819 0.95548  0.1628
C: -0.59418 3.05016 -1.19558  0.1490
H: 0.99358 0.38231 2.14818  0.1822
C: 4.65425 -2.59490 0.68356  -0.2200
H: -0.21657 3.00856 -3.30318  0.2318
H: -2.72627 1.66371 -2.62322  0.2379
H: 5.45236 -2.96448 0.05371  0.2396
I: 3.96009 -1.12110 -1.83979  0.2236
C: 0.98088 0.46741 1.06202  0.2010
H: 3.39690 -2.88327 3.80632  0.2346
C: 2.58449 -1.64809 2.26727  -0.2418
H: -1.17215 0.10178 2.53214  0.1541
C: -0.94155 -0.59487 -2.21286  0.7564
H: -0.86211 1.64317 3.33612  0.1860

---

(2)
A 2-piece molecular cluster, C19H19IO11 overall in a non-equilibrium geometry, computed with wB97M-V/def2-TZVPD.

Results
**Strongest force on any atom**: 0.090 Eh/bohr
**LUMO energy**: 3.8 eV
**Orbital gap**: 2.723 eV
**Total charge**: -2

Each line ends with the natural charge from an NBO analysis.
Positions of all 50 atoms, in Å:
H: -3.22867 3.08369 -2.05953  0.1903
I: 4.55430 -2.44586 -1.76276  0.2336
O: 0.64401 -1.42293 1.07950  -0.5383
H: -1.27627 0.22699 -0.28084  0.2197
C: -2.63922 2.25952 -1.50476  -0.4391
C: 2.61870 0.22858 -1.51817  -0.0967
H: -3.33666 1.17336 -3.32704  0.2002
O: 6.31000 -0.06591 -1.36051  -0.6043
C: 0.00351 0.24911 -2.13866  -0.0826
H: -4.13047 2.87260 0.02635  0.1698
H: -2.75756 0.00272 -2.05048  0.2317
O: 1.34427 -6.09443 0.28541  -0.8045
C: -5.49219 -0.59960 1.63645  -0.7263
C: -2.53168 1.02453 -2.52264  -0.4119
H: -6.07672 0.18872 2.20713  0.2294
H: -0.66847 1.81895 -3.64919  0.2048
H: 4.26195 1.78292 -1.47468  0.2291
H: -0.77226 -0.80485 3.93469  0.2584
O: -4.29799 0.80023 -0.18159  -0.5449
O: 1.45338 0.47040 5.43335  -0.5771
O: -3.06897 -0.37181 1.47507  -0.5510
H: -1.16445 0.09238 -4.01784  0.2305
C: 2.44524 0.79855 2.32198  0.8259
H: -5.17558 -1.49356 2.28697  0.2484
C: 2.33124 0.01928 -0.12365  -0.0741
C: 0.87602 -0.57368 0.18011  0.4886
H: 3.99910 1.22964 0.79510  0.2428
H: -1.59567 2.71829 -1.33319  0.2337
C: -0.33946 0.25146 3.80250  -0.7212
H: 3.94222 -0.60646 1.26859  0.2747
C: 3.33888 0.33792 1.06943  -0.5376
C: -1.05003 0.86041 -3.16780  -0.4298
C: -4.14407 -0.01849 0.96059  0.8030
C: -0.27681 0.00504 -0.76737  -0.2931
O: 2.27541 -0.14060 3.37133  -0.5202
C: -3.43564 1.96549 -0.14539  -0.0870
O: 1.88659 1.92233 2.40722  -0.6115
H: -2.68629 1.98308 0.70979  0.2149
O: 1.75696 -0.53618 -3.77260  -0.5914
H: -0.94555 0.93174 4.50394  0.2270
O: 3.47122 -5.43729 0.11048  -0.7969
H: -6.08384 -1.06036 0.76055  0.2288
C: 1.19491 0.21131 4.22892  0.8247
H: -0.48243 0.56790 2.72006  0.2550
C: 1.49925 -0.09060 -2.61189  0.5021
O: 2.01446 -4.33899 -0.92013  -0.7302
C: 4.04363 0.78105 -1.96769  -0.5652
C: 2.22936 -5.33223 -0.14940  0.9120
H: 4.03440 0.93333 -3.10993  0.2577
C: 5.12793 -0.35769 -1.65774  0.3982

---

(3)
One molecule with the formula C19H19N3O4S, computed with wB97M-V/def2-TZVPD.

Results
**Strongest force on any atom**: 0.018 Eh/bohr
**LUMO energy**: -0.3 eV
**Orbital gap**: 7.737 eV

Each line ends with the natural charge from an NBO analysis.
Positions of all 46 atoms, in Å:
H: 1.24038 4.06732 -0.72204  0.2308
S: -0.35003 -1.66108 -1.18625  0.4767
N: -0.63760 -2.90043 3.02527  -0.3966
O: -0.77955 1.57991 -0.62098  -0.5237
H: -2.62270 2.05696 0.16910  0.2047
C: -0.55844 -2.18824 0.44560  0.0681
C: 3.11998 1.71468 -2.69345  -0.2276
H: 0.09953 -2.94367 4.94367  0.2553
H: -2.89573 1.95045 -2.28950  0.2193
H: 1.44652 1.46548 0.21209  0.2452
C: 1.93066 2.01025 -0.59480  -0.2245
C: 1.09909 3.17137 -2.67551  -0.3875
H: 3.11727 3.88124 -2.50541  0.1976
C: 1.41058 -0.93163 0.57119  -0.1903
C: 0.47197 -1.72804 1.27199  -0.2749
H: -2.37978 0.25427 -2.29419  0.2153
C: 1.09093 -0.78237 -0.74194  -0.2593
C: 0.48031 -2.07404 2.65734  0.6615
H: 3.06087 1.04199 -3.55175  0.2487
C: -2.67761 -4.09354 2.58608  -0.2242
H: 2.28766 -0.52474 1.04156  0.2418
C: -2.15329 1.24692 -0.39822  -0.0772
H: 0.64154 4.09361 -3.03294  0.2294
O: 2.04824 -0.76288 -2.87730  -0.6159
H: -2.13650 0.33268 0.19857  0.1922
N: -1.58443 -2.93761 0.84935  -0.5104
C: 0.97438 3.09354 -1.14357  -0.3212
N: 2.34006 1.09897 -1.63345  -0.4249
H: 0.57398 2.32943 -3.13271  0.2090
H: -3.90203 0.71678 -1.51871  0.2186
C: -2.88018 1.02693 -1.71550  -0.6356
C: -2.73976 -4.48374 3.88503  -0.1541
H: -3.55061 -5.10041 4.23956  0.2251
H: -1.75266 -4.37427 5.81660  0.2321
H: 2.83163 2.49147 -0.19989  0.2015
H: 2.70686 3.28762 -4.11414  0.2235
C: -1.61023 -3.28425 2.11131  0.4076
H: 4.16684 1.77862 -2.37498  0.1943
C: -0.71301 -3.30026 4.32615  0.0520
O: 1.28998 -1.75135 3.50127  -0.6030
C: 1.85052 -0.14701 -1.84345  0.6434
C: -1.72477 -4.07498 4.78251  -0.2755
O: -1.29749 3.75774 -0.76644  -0.6030
C: -0.49062 2.86627 -0.81509  0.8094
C: 2.57543 3.10448 -3.04815  -0.4150
H: -3.41820 -4.37446 1.85615  0.2409

---

(4)
C19H19N3O6S2SiTi as an isolated structure in a non-equilibrium geometry, computed with wB97M-V/def2-TZVPD.

Results
**Strongest force on any atom**: 0.032 Eh/bohr
**LUMO energy**: -1.8 eV
**Orbital gap**: 6.484 eV

Each line ends with the natural charge from an NBO analysis.
Positions of all 51 atoms, in Å:
H: -1.74646 2.77425 0.40678  0.2446
C: 2.65019 0.84222 2.81531  0.0115
C: 2.06492 1.39915 -0.87902  0.2034
C: 3.02504 2.64100 -2.66873  -0.1204
Ti: 0.08840 -0.89497 -0.93145  1.4633
H: 3.76375 3.33310 -3.04906  0.2349
H: -4.23005 -0.91013 -1.60381  0.2465
H: 0.42800 0.69763 -3.61976  0.2292
C: -4.26591 -0.13436 -0.83672  -1.1368
O: 0.88985 -4.09573 -1.01954  -0.9426
H: -2.01416 2.69279 -2.63555  0.2404
O: 2.24480 -3.54556 -3.00847  -0.9035
C: 1.16692 1.18433 -2.99638  0.0920
H: 0.09741 -2.12231 4.07411  0.2458
H: -3.49726 2.78865 0.60389  0.2480
H: -2.65234 -4.44230 1.72358  0.2398
H: -2.72293 1.29085 -3.44668  0.2445
C: -2.82496 1.96298 -2.59265  -1.1383
S: -0.41183 -2.28338 -2.80771  -0.3505
N: 1.05199 -0.00459 0.73174  -0.5112
N: -0.62767 -1.95151 0.80585  -0.4731
C: 1.98363 0.93939 0.52396  0.1797
C: 3.02714 2.29058 -1.32924  -0.2052
C: 2.79870 1.38577 1.54486  -0.1971
C: -0.06017 -1.66119 1.98800  0.1891
C: 2.07444 2.08834 -3.51591  -0.2417
C: 0.93426 -0.57038 1.94337  0.2515
H: -3.76550 2.50433 -2.71288  0.2472
Si: -2.80430 1.01643 -0.98398  1.8780
H: 3.55981 2.14625 1.42980  0.2657
H: 2.04186 2.32964 -4.56805  0.2388
C: -2.62824 2.13662 0.49535  -1.1366
S: 1.31459 -3.14105 -2.00776  2.2542
C: 1.70874 -0.16141 3.00953  -0.2147
O: -1.42843 0.03661 -1.00468  -1.0188
H: -2.53172 1.56036 1.41765  0.2439
H: -4.28559 -0.62474 0.13852  0.2404
O: 1.79015 -1.84530 -1.29407  -0.9504
C: 3.52231 1.34674 3.99516  0.7247
O: 3.27340 0.78958 5.07287  -0.7163
N: 1.16611 0.84776 -1.70594  -0.4551
O: 4.33323 2.22627 3.67468  -0.7167
C: -0.38377 -2.36334 3.13856  -0.2101
C: -1.53420 -2.92773 0.72297  0.1098
H: 3.75572 2.69574 -0.64403  0.2461
H: -1.59676 -3.93712 3.93564  0.2346
H: -1.92945 -3.12827 -0.26409  0.2371
C: -1.32865 -3.37174 3.05346  -0.1154
C: -1.91978 -3.65646 1.83132  -0.2419
H: -5.20711 0.40553 -0.95649  0.2464
H: 1.64186 -0.57933 4.00570  0.2655